DFT (wB97M-V/def2-TZVPD) results for a cluster of 2 separate species, C9H20N2P in total.

Its orbital gap (spin up / spin down) is 8.25 / 8.25 eV. Its HOMO energy (spin up / spin down) is -12.319 / -12.319 eV. The calculation puts the relative energy (zero: lowest compared OMol25 entry of this formula, charge and spin) at 259.05 kJ/mol.

Geometry as ORCA input:
```
! RIJCOSX wB97M-V def2-TZVPD def2/J DEFGRID3
* xyz 1 1
C 4.5040 0.4003 0.9025
C 3.9620 1.3981 -0.0252
C -4.6839 -0.5050 0.2513
C -4.4113 1.0310 0.0368
C 4.1785 -0.9422 0.1156
C 2.5757 0.8373 -0.4437
C -3.2249 -1.0571 0.6901
C -2.9731 0.9669 -0.3971
C 1.7782 -1.4769 -0.4602
N 2.8257 -0.6553 -0.3889
N -2.2546 0.0086 0.3603
P 0.1087 -0.6366 -0.1692
H 5.4729 0.7367 1.1410
H 4.0072 0.4545 1.8250
H 3.7523 2.3928 0.4541
H 4.5872 1.5443 -0.8514
H -5.2954 -0.7017 1.0754
H -5.0152 -0.9394 -0.6610
H -5.1553 1.4222 -0.6148
H -4.5609 1.7268 0.9256
H 5.0291 -0.9870 -0.5754
H 4.1908 -1.8835 0.6715
H 1.7671 1.0288 0.2597
H 2.1814 1.1152 -1.4535
H -3.0409 -1.3799 1.7124
H -3.0299 -1.7247 -0.1943
H -2.8666 0.6053 -1.4636
H -2.4537 2.0626 -0.5790
H 1.8374 -2.3695 0.0320
H -2.0822 0.3190 1.3352
H 0.2767 0.2552 -1.2728
H -0.5160 -1.7171 -0.8151
*
```

These are the Löwdin partial charges, in e, on atoms 1 to 4: number 1, C, carries -0.1521; number 2, C, carries -0.1762; number 3, C, carries -0.1140; number 4, C, carries -0.1722

DFT (wB97M-V/def2-TZVPD) results for the molecule C9H20N2Si2.

Its orbital gap is 9.78 eV. Its HOMO energy is -8.935 eV. The calculation puts the relative energy (zero: lowest compared OMol25 entry of this formula, charge and spin) at 0.00 kJ/mol. Its SMILES is C[Si](C)(C)c1c[nH]nc1[Si](C)(C)C.

Geometry as ORCA input:
```
! RIJCOSX wB97M-V def2-TZVPD def2/J DEFGRID3
* xyz 0 1
C -0.6425 2.8002 0.3998
C -0.4876 1.4439 0.2779
C 1.0402 1.3603 -0.0471
C -2.1739 -0.8992 -0.9295
C -3.6441 1.1046 0.4880
C -1.7238 -0.5706 2.1856
C 2.4311 -0.0153 -2.4153
C 1.3555 -1.7850 0.1672
C 3.8053 0.0916 0.1885
N 1.5520 2.5748 -0.0573
N 0.5462 3.4648 0.2027
Si -1.9722 0.2357 0.4429
Si 2.0358 -0.1487 -0.6302
H -1.4374 3.3372 0.8307
H -3.0218 -1.4456 -0.6002
H -2.4261 -0.4917 -1.9136
H -1.3585 -1.6724 -1.0318
H -4.4346 0.5163 0.9179
H -3.6027 2.0548 0.9151
H -3.9515 1.4134 -0.4936
H -1.0541 0.0245 2.7728
H -2.6017 -0.5514 2.8586
H -1.3889 -1.5284 2.1766
H 1.5145 0.2440 -3.1066
H 3.2154 0.7036 -2.6380
H 2.6947 -0.9710 -2.8007
H 2.1602 -2.5579 0.2332
H 1.0552 -1.5087 1.1906
H 0.5635 -2.1350 -0.4275
H 4.4333 0.4964 -0.5850
H 3.7485 0.7947 0.9596
H 4.2624 -0.8497 0.4937
H 0.8115 4.4963 0.1810
*
```

These are the Löwdin partial charges, in e, on atoms 1 to 4: number 1, C, carries -0.1661; number 2, C, carries -0.1895; number 3, C, carries -0.3029; number 4, C, carries -0.1895

DFT (wB97M-V/def2-TZVPD) results for the ion C9H20N3O3 with charge +1.

Its orbital gap is 11.17 eV. Its HOMO energy is -13.451 eV. The calculation puts the relative energy (zero: lowest compared OMol25 entry of this formula, charge and spin) at 0.00 kJ/mol. Its SMILES is C[C@@H](O)C[NH+](CCC(N)=O)CCC(N)=O.

Geometry as ORCA input:
```
! RIJCOSX wB97M-V def2-TZVPD def2/J DEFGRID3
* xyz 1 1
C 2.6183 -1.6061 -0.8552
H 1.9691 -1.3510 -1.6888
H 3.6363 -1.3983 -1.1711
H 2.5416 -2.6635 -0.6194
C 2.2915 -0.7423 0.3606
O 2.1019 0.5734 -0.0880
H 2.0618 1.1675 0.6785
C 1.0171 -1.1717 1.1387
N -0.1901 -0.6429 0.4585
C -0.7510 -1.6265 -0.4966
H 0.0842 -2.0966 -1.0163
C -1.6827 -1.0007 -1.5393
C -1.0225 0.1777 -2.2500
O -0.3914 1.0108 -1.6196
N -1.2001 0.2501 -3.5697
H -1.7385 -0.4189 -4.0922
H -0.7989 1.0309 -4.0675
H -1.9701 -1.7729 -2.2515
H -2.5957 -0.6229 -1.0727
H -1.2837 -2.3983 0.0667
C -1.2227 -0.0997 1.3858
C -1.3565 1.4214 1.3139
H -1.4072 1.7467 0.2720
H -2.2799 1.7179 1.8117
C -0.1786 2.1474 1.9585
O 0.8805 1.5917 2.1823
N -0.3973 3.4359 2.2389
H -1.2655 3.8995 2.0371
H 0.3504 3.9802 2.6401
H -0.9679 -0.3916 2.4063
H -2.1852 -0.5522 1.1449
H 0.1719 0.1693 -0.1388
H 0.9519 -2.2536 1.2515
H 1.0797 -0.7074 2.1230
H 3.1295 -0.8036 1.0679
*
```

These are the Löwdin partial charges, in e, on atoms 1 to 4: number 1, C, carries -0.0264; number 2, H, carries 0.0764; number 3, H, carries 0.0911; number 4, H, carries 0.0886

DFT (wB97M-V/def2-TZVPD) results for a structure of composition C9H20N5O3PtS3.

Its orbital gap is 6.21 eV. Its HOMO energy is -3.861 eV. The calculation puts the relative energy (zero: lowest compared OMol25 entry of this formula, charge and spin) at 139.78 kJ/mol.

Geometry as ORCA input:
```
! RIJCOSX wB97M-V def2-TZVPD def2/J DEFGRID3
* xyz -1 1
Pt 0.0171 0.1822 -0.0245
N -0.7021 -1.4484 -1.2542
N 0.0238 -2.6515 -1.3826
C 1.3272 -2.9545 -0.8287
O 1.7233 -4.0781 -1.1641
O 1.8445 -2.0831 -0.1013
H -1.6279 -1.6605 -0.8925
H -0.8087 -1.0129 -2.1658
H -0.3682 -3.3503 -1.9892
S 1.3396 1.2562 -1.4922
C 2.2006 1.5589 0.0105
N 3.1244 0.6188 0.4172
C 4.1066 1.0637 1.3810
C 3.6972 2.4732 1.7952
S 2.9221 3.1783 0.3065
H 2.8674 -0.3648 0.2986
H 5.1045 1.0897 0.9234
H 4.1483 0.3856 2.2381
H 4.5454 3.0789 2.1100
H 2.9388 2.4455 2.5764
O 0.9889 1.6066 0.9320
C 0.3455 0.8482 3.7184
N -0.7195 1.6698 3.1513
C -0.3641 3.0900 3.0780
C -1.5991 1.1375 2.2947
S -1.4204 -0.4692 1.7228
N -2.6535 1.9079 1.9359
C -3.2906 2.8202 2.8645
C -3.4361 1.5800 0.7594
H 0.7228 1.3683 4.6007
H 1.1336 0.7193 2.9725
H -0.0449 -0.1231 4.0064
H 0.6548 3.1619 2.7044
H -0.4546 3.5641 4.0605
H -0.9941 3.5987 2.3577
H -2.7564 2.8272 3.8097
H -4.3177 2.4879 3.0472
H -3.3284 3.8398 2.4717
H -2.7686 1.1907 -0.0069
H -3.9015 2.4995 0.3985
H -4.2173 0.8449 0.9761
*
```

These are the Löwdin partial charges, in e, on atoms 1 to 4: number 1, Pt, carries 0.6471; number 2, N, carries -0.1536; number 3, N, carries -0.0367; number 4, C, carries -0.7834

DFT (wB97M-V/def2-TZVPD) results for a cluster of 2 separate species, C9H20PS in total.

Its orbital gap (spin up / spin down) is 3.91 / 10.46 eV. Its HOMO energy (spin up / spin down) is -11.368 / -13.959 eV. The calculation puts the relative energy (zero: lowest compared OMol25 entry of this formula, charge and spin) at 0.00 kJ/mol.

Geometry as ORCA input:
```
! RIJCOSX wB97M-V def2-TZVPD def2/J DEFGRID3
* xyz 1 1
C -1.2939 -0.6264 -2.0372
C -2.2690 0.2202 -1.1777
C -0.1204 -0.9967 -1.0817
C -1.5032 1.2795 -0.3028
C 2.0096 -2.2683 -0.4419
C -2.5630 3.1144 1.0107
C 3.7035 -1.9612 2.5310
C 1.2100 -1.5631 -1.6069
C -2.0255 1.6395 1.1282
P 0.1749 0.4921 -0.0691
S 1.4521 1.6084 -1.3735
H -1.9175 -1.4833 -2.4271
H -0.8726 -0.2398 -2.9329
H -2.7956 0.8648 -1.9026
H -2.9099 -0.3577 -0.5687
H -0.4091 -1.6413 -0.2868
H -1.4431 2.2140 -0.6493
H 1.5136 -3.1988 -0.0945
H 2.1156 -1.5803 0.3156
H 3.0441 -2.5734 -0.7787
H -3.2922 3.4494 1.6900
H -3.0071 3.2698 0.0133
H -1.6894 3.6489 1.3188
H 4.2614 -1.0982 2.1282
H 4.1864 -2.3899 3.3845
H 2.8891 -2.4092 2.0773
H 0.9785 -2.3033 -2.3326
H 1.9759 -0.8648 -2.0554
H -2.8183 1.0024 1.5376
H -1.1589 1.6869 1.8495
H 1.0450 2.6990 -0.7902
*
```

These are the Löwdin partial charges, in e, on atoms 1 to 4: number 1, C, carries -0.1604; number 2, C, carries -0.1423; number 3, C, carries -0.4938; number 4, C, carries -0.4378

DFT (wB97M-V/def2-TZVPD) results for a structure of composition C9H21AuINO5P2.

The expectation value of S² is 2.02. Its orbital gap (spin up / spin down) is 8.52 / 4.55 eV. Its HOMO energy (spin up / spin down) is -15.705 / -15.842 eV. The calculation puts the relative energy (zero: lowest compared OMol25 entry of this formula, charge and spin) at 82.36 kJ/mol.

Geometry as ORCA input:
```
! RIJCOSX wB97M-V def2-TZVPD def2/J DEFGRID3
* xyz 2 3
C -0.0008 -0.0911 -7.4563
C 0.0061 0.6760 -6.1716
H 0.0029 0.6473 -8.2579
H -0.8934 -0.7076 -7.5501
H 0.8834 -0.7190 -7.5528
O 0.0172 1.8686 -6.0098
I -0.0048 -0.4350 -4.2104
Au 0.0007 0.1930 -1.1933
P 2.2499 -0.0811 -0.6476
C 2.9594 1.1265 0.5018
C 2.5290 -1.5387 0.4042
H 3.6025 -1.7059 0.5412
H 4.2584 -0.3294 -1.9897
H 2.0854 -2.4352 -0.0278
H 2.8028 -0.8844 -2.8689
H 2.5357 0.9858 1.5004
H 2.0703 -1.3752 1.3865
C 3.2017 -0.1264 -2.1849
H 4.0428 0.9858 0.5627
H 3.1138 0.8381 -2.6992
H 2.7430 2.1429 0.1754
P -2.2521 -0.0391 -0.6443
C -2.9371 1.1834 0.5045
C -3.2061 -0.0698 -2.1808
H -2.1307 -2.3953 -0.0221
H -3.6332 -1.6371 0.5478
H -2.0941 -1.3340 1.3910
C -2.5569 -1.4901 0.4094
H -2.8207 -0.8352 -2.8643
H -4.2660 -0.2546 -1.9844
H -4.0230 1.0638 0.5668
H -2.7013 2.1949 0.1763
H -3.1022 0.8927 -2.6960
H -2.5146 1.0358 1.5027
C 0.0094 0.3254 2.2038
O 0.0180 1.4831 2.0219
O -0.0137 1.6740 4.8415
N -0.0057 0.4649 4.6847
O 0.0208 -0.4489 5.4908
O 0.0015 -0.8564 2.2819
*
```

These are the Löwdin partial charges, in e, on atoms 1 to 4: number 1, C, carries -0.0270; number 2, C, carries -0.6525; number 3, H, carries 0.1184; number 4, H, carries 0.1063

- What is the formula in the third record?
  C9H20N3O3